# 1
# C5H11N

A molecular structure, C5H11N at a distorted geometry (ωB97M-V/def2-TZVPD, the Open Molecules 2025 dataset).

```
17
Properties=species:S:1:pos:R:3
C -0.57811 1.81656 0.39273
C 0.74349 1.02738 0.22112
C 0.67773 -0.00266 -0.99490
C -0.71041 -0.48972 -1.08653
C 0.11699 -1.78005 1.16383
N -0.96004 -1.22812 0.26212
H -1.49259 1.25511 0.55783
H -0.70843 2.42559 -0.54554
H -0.44996 2.49547 1.23688
H 0.80607 0.34859 1.09644
H 1.56377 1.74896 0.37978
H 1.36720 -0.83938 -0.74734
H 1.09282 0.45216 -1.95147
H -1.14096 -0.83667 -2.04168
H -0.41988 -1.62256 -0.59353
H -0.41173 -2.07625 2.12844
H 0.50404 -2.69440 0.52183
```

Expectation value of S²   0.76
LUMO (spin up / spin down)   4.537 / 4.519 eV
Spin multiplicity   2
Energy relative to the best compared isomer or geometry (same formula, charge and spin)   5.722 eV
HOMO level (spin up / spin down)   -1.34 / -0.86 eV
Charge   -1
Calculated total energy   -251.58938 a.u.

Partial charges, Löwdin, in e:
1. C -0.17
2. C -0.29
3. C -0.31
4. C -0.27
5. C -0.25
6. N -0.19
7. H 0.04
8. H 0.07
9. H 0.04
10. H 0.04
11. H 0.08
12. H 0.07
13. H 0.10
14. H 0.05
15. H -0.01
16. H -0.02
17. H 0.02


# 2
# C5H11N

2 unconnected molecules or ions with the total composition C5H11N (ωB97M-V/def2-TZVPD, the Open Molecules 2025 dataset).

```
17
Properties=species:S:1:pos:R:3
C 1.44046 0.33906 1.49510
C 0.21848 0.83237 1.60115
C -0.30830 1.90622 0.69512
N -1.40081 1.41243 -0.15723
H 1.89768 -0.35571 2.18725
H 2.03305 0.61804 0.62988
H -0.44987 0.51222 2.39718
H -0.61068 2.74628 1.32495
H 0.49180 2.21357 0.02694
H -1.78122 2.16062 -0.72564
H -2.16475 1.06821 0.41553
C 0.41427 -2.72831 -1.99916
C -0.22420 -1.80392 -1.29926
H 1.18108 -3.33041 -1.52621
H 0.30642 -2.80256 -3.07424
H 0.04573 -1.50414 -0.29524
H -1.08914 -1.28398 -1.69612
```

LUMO   1.121 eV
Energy relative to the best compared isomer or geometry (same formula, charge and spin)   2.017 eV
HOMO level   -9.44 eV
Calculated total energy   -251.78839 a.u.

Partial charges, Löwdin, in e:
1. C -0.01
2. C -0.20
3. C -0.30
4. N -0.01
5. H 0.05
6. H 0.06
7. H 0.10
8. H 0.10
9. H 0.10
10. H 0.06
11. H 0.06
12. C -0.09
13. C -0.09
14. H 0.04
15. H 0.04
16. H 0.02
17. H 0.04


# 3
# C5H11N

C5H11N in the gas phase at a distorted geometry (ωB97M-V/def2-TZVPD, the Open Molecules 2025 dataset).

```
17
Properties=species:S:1:pos:R:3
C -0.61500 -0.85064 1.45887
C 0.88815 -0.10652 1.05996
N 0.59014 0.68487 -0.11092
C 1.37003 1.51836 -0.77953
C -0.71111 0.48753 -0.50313
C -0.91760 -0.72071 -1.36365
H -0.26968 -1.68581 2.05100
H -1.14906 -0.12696 2.09184
H -1.44800 -1.26080 0.83950
H 0.91941 0.52566 1.94943
H 1.93399 -0.51474 0.98366
H 2.23213 2.00431 -0.33282
H 1.11867 1.69714 -1.82003
H -1.25902 1.38226 -0.74185
H -0.62846 -0.43268 -2.38818
H -1.96206 -1.04914 -1.37832
H -0.28038 -1.57390 -1.08434
```

LUMO (spin up / spin down)   0.899 / 0.968 eV
Energy relative to the best compared isomer or geometry (same formula, charge and spin)   4.927 eV
HOMO level (spin up / spin down)   -6.37 / -6.93 eV
Calculated total energy   -251.68146 a.u.

Partial charges, Löwdin, in e:
1. C -0.08
2. C -0.11
3. N -0.30
4. C 0.02
5. C -0.25
6. C -0.12
7. H 0.04
8. H 0.07
9. H 0.06
10. H 0.10
11. H 0.12
12. H 0.06
13. H 0.06
14. H 0.09
15. H 0.07
16. H 0.07
17. H 0.08


# 4
# C5H11N

C5H11N in the gas phase (ωB97M-V/def2-TZVPD, the Open Molecules 2025 dataset).

```
17
Properties=species:S:1:pos:R:3
C 1.22955 0.24857 1.03205
C 0.33178 -0.55941 0.09726
C 1.16827 -1.32256 -0.92939
N -0.63569 0.26814 -0.64687
C -2.01972 0.28237 -0.22275
C -1.17656 1.49193 -0.08919
H 1.68784 1.08502 0.49411
H 0.68193 0.64943 1.89132
H 2.03143 -0.38691 1.42241
H -0.22051 -1.29482 0.70262
H 1.76547 -0.62264 -1.52460
H 0.52124 -1.87824 -1.61473
H 1.84795 -2.02911 -0.43926
H -2.26875 -0.23731 0.70385
H -2.77253 0.19767 -1.00328
H -1.27234 2.31645 -0.79205
H -0.89936 1.79142 0.91851
```

LUMO   1.212 eV
Energy relative to the best compared isomer or geometry (same formula, charge and spin)   1.335 eV
HOMO level   -8.91 eV
Calculated total energy   -251.81347 a.u.

Partial charges, Löwdin, in e:
1. C -0.07
2. C -0.44
3. C -0.08
4. N -0.09
5. C -0.15
6. C -0.15
7. H 0.09
8. H 0.07
9. H 0.08
10. H 0.13
11. H 0.08
12. H 0.07
13. H 0.07
14. H 0.10
15. H 0.10
16. H 0.10
17. H 0.09


Question: Number 4 is which compound?
Answer: C5H11N